Entry 1:
Entry from OMol25: C37H30BClF9N5O3PbSe as an isolated structure (the ωB97M-V functional and the def2-TZVPD basis).

Geometry as XYZ:
```
88
Properties=species:S:1:pos:R:3:mulliken_charge:R:1
Pb -1.765 -0.136 0.799 1.91
C -4.408 1.048 -1.613 -1.11
O -2.979 0.951 -1.589 -0.22
C -2.345 0.600 -2.734 0.62
C -2.999 0.292 -3.922 -0.74
C -2.261 -0.061 -5.044 -0.68
C -0.875 -0.103 -5.003 -0.85
C -0.222 0.232 -3.828 -0.25
C -0.947 0.584 -2.703 -0.14
N -0.310 0.892 -1.459 1.37
N 0.717 1.553 -1.577 -1.29
C 1.352 1.881 -0.292 3.45
C 0.358 2.719 0.559 0.38
O -0.840 2.559 0.478 -0.56
C 0.946 3.653 1.523 -1.12
C 2.215 4.049 1.405 -0.98
C 3.080 3.619 0.310 1.38
C 4.314 4.230 0.115 -0.94
C 5.096 3.901 -0.981 -0.74
C 4.630 2.968 -1.894 -0.73
C 3.406 2.342 -1.696 -0.44
C 2.634 2.640 -0.584 -0.97
H -4.717 1.825 -2.314 0.44
H -4.706 1.322 -0.606 0.14
H -4.855 0.087 -1.862 0.42
H -4.078 0.313 -3.971 0.45
H -2.784 -0.309 -5.959 0.43
H -0.307 -0.392 -5.878 0.42
H 0.858 0.206 -3.754 0.46
H 0.282 4.029 2.291 0.52
H 2.627 4.761 2.113 0.41
H 4.650 4.980 0.822 0.44
H 6.054 4.381 -1.130 0.42
H 5.224 2.718 -2.765 0.42
H 3.051 1.611 -2.408 0.44
C -0.781 -3.970 3.897 -1.20
C -0.725 -2.902 2.910 0.24
N -0.686 -2.073 2.123 0.07
H -1.380 -3.647 4.746 0.31
H 0.226 -4.208 4.233 0.34
H -1.236 -4.850 3.447 0.33
Cl 4.132 -0.777 -0.733 -0.21
C 4.083 -0.041 0.850 1.00
C 5.251 -0.045 1.596 -0.67
C 5.241 0.461 2.885 -0.64
C 4.057 0.936 3.431 -0.88
C 2.901 0.940 2.668 -0.15
C 2.894 0.489 1.348 -1.00
C 1.620 0.553 0.548 1.03
H 6.154 -0.456 1.165 0.48
H 6.152 0.456 3.469 0.41
H 4.029 1.293 4.453 0.47
H 1.969 1.284 3.099 0.45
H 0.811 0.419 1.267 -1.58
H 1.585 -0.269 -0.169 0.63
C 2.215 -3.304 -3.172 -0.80
N 0.813 -3.465 -3.510 0.26
C 0.314 -3.932 -4.712 -0.56
C -1.030 -3.908 -4.615 -0.40
N -1.340 -3.430 -3.357 0.43
C -2.684 -3.256 -2.822 -0.98
C -0.208 -3.155 -2.678 -0.28
Se -0.036 -2.501 -0.962 -0.25
H 2.812 -3.757 -3.961 0.33
H 2.422 -3.789 -2.221 0.34
H 2.462 -2.248 -3.077 0.21
H 0.958 -4.238 -5.518 0.44
H -1.792 -4.189 -5.320 0.48
H -3.342 -3.989 -3.284 0.31
H -3.046 -2.251 -3.027 0.30
H -2.668 -3.407 -1.748 0.27
F -4.248 -1.901 -0.947 -0.29
B -4.713 -2.040 0.383 0.34
F -3.563 -1.674 1.234 -0.46
F -5.060 -3.343 0.672 -0.33
F -5.727 -1.127 0.639 -0.37
F -3.897 1.812 7.229 -0.32
C -3.174 1.553 6.135 0.67
C -3.780 1.459 4.895 -0.17
F -5.095 1.634 4.782 -0.31
C -3.014 1.186 3.780 0.54
F -3.618 1.095 2.569 -0.20
C -1.628 0.997 3.821 -0.31
O -0.926 0.762 2.747 -0.45
C -1.055 1.100 5.096 -0.05
F 0.271 0.940 5.230 -0.28
C -1.805 1.372 6.224 0.02
F -1.207 1.459 7.415 -0.31
```

Results
F_max = 0.39 eV Å⁻¹
gap between HOMO and LUMO = 7.19 eV
LUMO level = -0.0196 Eh
energy relative to the best compared isomer or geometry (same formula, charge and spin) = 42.1 kJ/mol

---

Entry 2:
Entry from OMol25: C37H30F5MnO12P2 as an isolated structure (the ωB97M-V functional and the def2-TZVPD basis).

Geometry as XYZ:
```
87
Properties=species:S:1:pos:R:3:mulliken_charge:R:1
Mn -1.519 0.244 -0.982 1.09
O -3.869 -1.258 -2.966 -0.50
P -3.523 -1.433 -1.394 0.69
O -4.357 -2.485 -0.805 -0.84
O -2.004 -1.581 -1.267 -0.19
O -3.881 0.011 -0.759 -0.25
P -3.747 1.652 -0.931 1.28
O -4.148 1.840 -2.478 -0.43
O -4.744 2.279 -0.059 -0.86
O -2.282 2.007 -0.735 -0.67
H -4.523 -1.930 -3.158 0.29
H -5.016 2.240 -2.501 0.33
C 3.252 0.037 3.952 -1.93
C 2.561 -0.546 2.716 1.23
C 3.200 -1.890 2.348 -1.74
O 2.657 0.380 1.640 -0.38
C 1.409 0.476 0.972 -0.46
C 0.500 -0.492 1.761 -0.98
O 1.187 -0.702 2.975 -0.27
C -0.951 0.006 1.996 1.87
O -1.567 0.026 0.768 0.89
C -1.093 1.378 2.657 0.52
C -2.339 1.987 2.561 -0.62
C -2.573 3.212 3.155 -1.03
C -1.566 3.852 3.859 -0.70
C -0.327 3.245 3.969 -0.91
C -0.091 2.015 3.376 0.16
C -1.667 -0.992 2.913 -0.07
C -2.593 -1.875 2.377 -0.83
C -3.282 -2.746 3.202 -0.93
C -3.042 -2.751 4.565 -0.52
C -2.109 -1.878 5.101 -1.05
C -1.429 -0.995 4.281 -0.18
C 1.530 0.185 -0.563 1.70
O 0.306 0.347 -1.203 -1.52
C 2.464 1.177 -1.268 -0.49
C 2.451 1.129 -2.658 -0.67
C 3.233 1.990 -3.401 -0.75
C 4.041 2.917 -2.761 -0.57
C 4.065 2.962 -1.379 -0.93
C 3.278 2.099 -0.630 -0.15
C 2.096 -1.214 -0.808 0.27
C 1.243 -2.271 -1.100 -0.09
C 1.755 -3.543 -1.294 -1.13
C 3.117 -3.775 -1.202 -0.73
C 3.972 -2.717 -0.941 -0.64
C 3.467 -1.441 -0.753 -0.32
H 4.325 0.047 3.788 0.42
H 3.017 -0.576 4.817 0.36
H 2.910 1.053 4.129 0.39
H 4.215 -1.725 2.002 0.36
H 2.631 -2.362 1.555 0.27
H 3.207 -2.537 3.219 0.52
H 1.029 1.505 1.056 1.51
H 0.404 -1.438 1.204 1.12
H -3.123 1.498 2.003 0.45
H -3.548 3.665 3.063 0.48
H -1.746 4.812 4.322 0.38
H 0.467 3.729 4.522 0.48
H 0.873 1.551 3.489 0.10
H -2.782 -1.870 1.311 0.38
H -4.012 -3.419 2.775 0.50
H -3.583 -3.426 5.213 0.39
H -1.916 -1.877 6.164 0.40
H -0.711 -0.309 4.702 0.43
H 1.802 0.412 -3.137 0.38
H 3.210 1.942 -4.481 0.43
H 4.650 3.597 -3.340 0.39
H 4.695 3.681 -0.873 0.43
H 3.313 2.134 0.446 0.47
H 0.182 -2.082 -1.192 0.19
H 1.080 -4.354 -1.519 0.52
H 3.513 -4.773 -1.335 0.38
H 5.039 -2.886 -0.880 0.44
H 4.137 -0.619 -0.548 0.55
F -1.094 -0.065 -8.178 -0.34
C -1.239 0.107 -6.846 0.60
C -1.722 1.308 -6.338 0.16
F -2.027 2.309 -7.186 -0.32
C -1.889 1.480 -4.976 -0.29
F -2.349 2.662 -4.534 -0.30
C -1.586 0.463 -4.029 -0.30
O -1.787 0.632 -2.785 0.58
C -1.068 -0.733 -4.596 0.70
F -0.723 -1.732 -3.763 -0.29
C -0.906 -0.910 -5.957 0.02
F -0.428 -2.075 -6.438 -0.33
```

Results
F_max = 3.41 eV Å⁻¹
multiplicity = 2
gap between HOMO and LUMO (alpha / beta) = 5.22 / 6.43 eV
LUMO level (alpha / beta) = -0.0178 / 0.0264 Eh
net charge = -1
expectation value of S² = 0.794

---

Entry 3:
Entry from OMol25: C37H30FeN2O4PS as an isolated structure (the ωB97M-V functional and the def2-TZVPD basis).

Geometry as XYZ:
```
76
Properties=species:S:1:pos:R:3:mulliken_charge:R:1
Fe 0.193 0.474 0.421 0.20
O -3.181 0.251 -1.911 -0.63
C -2.165 -0.025 -1.035 0.24
O -1.717 0.918 -0.348 -0.66
C -1.673 -1.322 -0.997 -0.29
C -1.894 -2.365 -1.925 -0.75
C -1.027 -3.415 -1.990 -0.90
C 0.218 -3.308 -1.254 -0.66
C 0.412 -2.354 -0.333 0.30
N -0.738 -1.555 0.089 2.81
C 1.731 -1.945 0.243 -0.07
O 2.685 -2.721 0.273 -0.84
O 1.756 -0.716 0.615 0.07
H -3.321 1.202 -1.806 0.37
H -2.726 -2.280 -2.615 0.43
H -1.187 -4.234 -2.678 0.37
H 1.075 -3.913 -1.524 0.53
S -1.729 -3.122 3.563 -0.23
C -2.657 -3.791 2.292 -0.47
C -2.356 -3.233 1.092 -1.49
C -1.338 -2.233 1.197 -0.48
C -0.909 -2.064 2.480 0.19
C -0.086 -0.995 3.056 1.07
C 0.699 -1.221 4.185 -0.78
C 1.237 -0.141 4.855 -0.72
C 0.942 1.139 4.413 -0.81
C 0.198 1.263 3.250 -0.73
N -0.264 0.230 2.548 -0.30
H -3.368 -4.574 2.493 0.47
H -2.811 -3.510 0.156 0.42
H 0.857 -2.235 4.525 0.53
H 1.871 -0.296 5.720 0.40
H 1.299 2.026 4.920 0.42
H -0.052 2.238 2.867 1.15
C 4.288 4.309 1.754 -1.75
C 2.830 4.523 2.078 0.78
C 2.533 5.563 2.966 -0.57
C 1.236 5.942 3.254 -0.83
C 0.183 5.301 2.615 -0.68
C 0.461 4.252 1.759 -1.26
C 1.766 3.811 1.507 1.02
P 1.788 2.297 0.441 1.81
C 3.466 1.614 0.674 1.46
C 3.705 1.205 1.985 -1.14
C 4.858 0.537 2.343 -0.90
C 5.799 0.251 1.364 -0.89
C 5.562 0.642 0.059 -0.99
C 4.402 1.319 -0.319 0.99
C 4.236 1.685 -1.772 -1.32
C 1.398 2.950 -1.198 0.09
C 1.556 4.263 -1.635 -0.63
C 0.920 4.693 -2.787 -0.84
C 0.075 3.800 -3.447 -0.76
C -0.060 2.491 -3.031 -0.82
C 0.684 1.997 -1.947 1.00
C 0.796 0.600 -1.576 -2.05
H 4.816 5.258 1.863 0.55
H 4.435 3.945 0.740 0.18
H 4.759 3.580 2.415 0.31
H 3.358 6.096 3.424 0.44
H 1.048 6.749 3.952 0.37
H -0.841 5.603 2.790 0.44
H -0.359 3.742 1.261 0.47
H 2.955 1.404 2.743 0.32
H 5.006 0.214 3.366 0.44
H 6.702 -0.294 1.609 0.35
H 6.288 0.400 -0.709 0.34
H 5.116 1.365 -2.329 0.49
H 4.112 2.761 -1.914 0.23
H 3.366 1.205 -2.213 0.29
H 2.127 4.962 -1.034 0.45
H 1.039 5.706 -3.146 0.43
H -0.479 4.138 -4.317 0.37
H -0.695 1.806 -3.581 0.52
H 1.814 0.283 -1.431 0.32
H 0.212 -0.094 -2.176 0.84
```

Results
F_max = 1.35 eV Å⁻¹
gap between HOMO and LUMO (alpha / beta) = 6.11 / 6.11 eV
LUMO level (alpha / beta) = 0.0896 / 0.0895 Eh
net charge = -1